1.
Entry from OMol25: the molecule C4H9N2O2 (ωB97M-V/def2-TZVPD).

As for the net charge: 0. For the HOMO energy (spin up / spin down), the calculation gives -9.815 / -9.795 eV. As for the expectation value of S²: 0.762. For the gap between HOMO and LUMO (spin up / spin down), the calculation gives 10.6 / 6.4 eV. The value obtained for the lowest unoccupied orbital energy (spin up / spin down) is 0.0300 / -0.1248 Eh. As for the spin multiplicity: 2.

Last column: natural (NBO) charge in e.
Element x y z (Å)
C (0.665, -0.773, -0.347)  -0.255
N (0.259, -1.656, 0.720)  -0.476
C (-1.166, -1.897, 0.902)  0.809
O (-1.369, -1.993, 2.145)  -0.330
O (-1.883, -1.937, -0.071)  -0.627
C (0.619, 0.732, -0.082)  -0.051
C (-0.825, 1.287, 0.069)  -0.635
N (1.378, 1.398, -1.131)  -0.824
H (1.726, -1.011, -0.490)  0.226
H (0.060, -1.005, -1.211)  0.233
H (0.782, -1.492, 1.580)  0.394
H (1.061, 0.941, 0.889)  0.173
H (-1.201, 1.691, -0.864)  0.209
H (-1.503, 0.507, 0.392)  0.224
H (-0.887, 2.080, 0.819)  0.214
H (0.938, 2.283, -1.341)  0.362
H (1.345, 0.844, -1.979)  0.355

Cartesian forces (eV/Å) of the 6 atoms listed first:
0.396 0.218 0.224
-0.426 0.589 0.686
0.767 -0.182 -1.457
-0.181 0.272 0.627
-0.164 -0.181 0.433
-1.188 0.539 0.438



2.
Entry from OMol25: a cluster of 2 separate species, C3H6N2O2 in total (ωB97M-V/def2-TZVPD).

As for the net charge: 0. For the HOMO energy, the calculation gives -10.435 eV. For the gap between HOMO and LUMO, the calculation gives 11.4 eV. The value obtained for the lowest unoccupied orbital energy is 0.0342 Eh. Its SMILES is [H]/N=C(/C)OO.C#N.

Last column: natural (NBO) charge in e.
Element x y z (Å)
H (-0.358, -2.136, -0.836)  0.356
N (-0.964, -1.409, -0.466)  -0.700
C (-0.384, -0.579, 0.263)  0.568
C (-1.088, 0.540, 0.952)  -0.706
O (0.967, -0.812, 0.608)  -0.278
O (1.526, -0.043, 1.641)  -0.425
H (-0.915, 0.490, 2.029)  0.249
H (-2.150, 0.490, 0.727)  0.245
H (-0.686, 1.489, 0.580)  0.230
H (1.888, 0.751, 1.215)  0.468
C (0.657, 0.402, -2.191)  0.084
N (1.620, 0.784, -1.707)  -0.331
H (-0.112, 0.035, -2.815)  0.240

Cartesian forces (eV/Å) of the 6 atoms listed first:
0.207 -0.105 0.226
-0.270 -0.050 -0.952
0.738 -0.206 2.067
0.357 0.329 -0.158
-0.623 -0.455 -1.107
-0.434 0.512 0.589



no.,electronic energy (a.u.)
1,-417.739328
2,-377.769098